Entry from the OMol25 dataset: a molecular structure, C12H35N2O7PdZn in a non-equilibrium geometry (ωB97M-V/def2-TZVPD).

```
! RIJCOSX wB97M-V def2-TZVPD def2/J DEFGRID3
* xyz 4 4
Pd 3.13987 1.91972 -2.07964
Zn 0.07211 0.46408 0.26872
O 4.10812 3.08122 -0.55008
O 1.65883 0.99390 -0.80914
O -1.67793 -0.14608 1.23064
O 4.61423 0.45894 -1.26177
O 0.51994 1.24170 2.14152
O -0.86165 2.29897 0.04174
O -2.87666 -2.65063 -1.61401
N -0.80774 -0.38823 -1.49652
N 0.94704 -1.30784 1.16862
C -2.88264 0.45694 1.76689
C -1.27500 -1.35970 1.84731
C 4.84936 2.23636 0.30058
C 0.06236 -3.36221 2.23763
C -0.06605 2.51536 2.27218
C -2.11881 0.03085 -3.48511
C -0.12948 -2.21358 1.21216
C -0.15347 3.16182 0.93265
C 5.41777 0.90566 -0.21419
C -3.24552 -1.25631 -1.50117
C -2.15246 -0.23685 -1.94684
C -3.05021 -3.32537 -2.89949
H 4.09809 3.95248 -0.14710
H -1.71543 -0.88155 -3.92432
H 6.46186 1.03577 -0.49885
H -4.24263 -0.97982 -1.84384
H -3.82958 -0.07102 1.65434
H 4.24646 1.96639 1.16761
H 5.29749 0.31046 0.69100
H 0.90086 0.99455 2.98734
H 1.02442 -3.87461 2.23634
H -0.96478 -0.89294 2.78219
H -2.12617 -1.98512 2.11653
H -2.52620 0.62226 -1.38975
H -1.46376 0.88040 -3.67820
H -4.11392 -3.40066 -3.12521
H 0.85722 3.28859 0.54468
H -2.67530 -4.34597 -2.82260
H 0.15822 -2.84118 3.19022
H 5.65391 2.85713 0.69483
H -3.29966 -1.15314 -0.41742
H -3.07249 0.31746 -3.92833
H 0.57381 3.06463 2.96282
H 4.65703 -0.49883 -1.31130
H -2.61852 0.67954 2.80071
H -0.76253 -4.05458 2.40582
H -0.28248 -0.08096 -2.30262
H -0.66062 4.11612 0.79049
H -0.33520 -2.55303 0.19699
H -0.60088 -1.37120 -1.60174
H -1.42359 2.87312 -0.48378
H -1.08457 2.46000 2.65644
H -3.07891 1.36930 1.20371
H 1.70628 -1.83482 0.76125
H 2.44187 0.69636 -0.30630
H 1.26161 -1.32093 2.12830
H -2.55398 -2.86279 -3.75265
*
```

- HOMO-LUMO gap (alpha / beta) (Ha) = 0.333 / 0.199
- HOMO level (alpha / beta) (eV) = -21.72 / -21.72
- F_max (Eh/bohr) = 0.0707